No. 1
DFT (ωB97M-V/def2-TZVPD) results for the ion C3N6O3 with charge -2.

Results
Total charge: -2
LUMO energy in eV: 5.469
HOMO in eV: 1.4

Element x y z (Å)
C  -1.56  -0.22  -0.04
C  3.07  -1.00  0.09
C  1.65  1.15  -0.07
N  -3.56  0.38  0.30
N  -2.30  0.82  0.37
N  -2.34  -1.28  -0.36
N  -3.58  -0.85  -0.12
N  2.48  0.02  0.06
N  -0.20  -0.31  -0.14
O  3.77  -1.94  0.17
O  2.20  2.26  -0.15
O  0.37  0.98  -0.10


No. 2
DFT (ωB97M-V/def2-TZVPD) results for the ion C27H52FN2O3SSi2 with charge +1.

Results
Total charge: +1
LUMO energy in eV: -2.818
Structure (SMILES): C[Si](C)(C)OCC[N@@+]1(F)[C@@H](N)CO[C@](CCO)(CCCCCCCC[Si](C)(C)c2ccccc2)[C@@H]1S
HOMO in eV: -10.8

Element x y z (Å)
C  -5.16  2.45  3.25
Si  -5.02  2.79  1.39
C  -4.23  4.49  1.21
C  -6.74  2.92  0.62
O  -4.07  1.61  0.64
C  -4.62  0.31  0.66
C  -3.86  -0.69  1.53
N  -2.42  -0.91  1.11
F  -2.48  -0.89  -0.28
C  -1.50  0.21  1.46
N  -1.97  1.09  2.53
C  -0.03  -0.21  1.75
O  0.26  -1.52  1.31
C  -0.52  -2.50  2.00
C  -0.33  -2.49  3.54
C  -1.29  -1.63  4.40
O  -1.48  -2.30  5.66
C  0.09  -3.84  1.51
C  1.45  -4.22  2.14
C  2.61  -3.27  1.84
C  2.99  -3.25  0.35
C  4.21  -2.32  0.17
C  4.48  -1.93  -1.31
C  4.25  -0.40  -1.44
C  4.29  0.11  -2.90
Si  3.41  1.78  -3.05
C  1.71  1.61  -2.19
C  4.36  3.18  -2.22
C  3.04  2.07  -4.88
C  2.12  3.05  -5.21
C  1.80  3.26  -6.53
C  2.40  2.48  -7.49
C  3.33  1.53  -7.18
C  3.65  1.31  -5.86
C  -2.01  -2.35  1.52
S  -2.50  -3.48  0.16
H  -5.98  3.00  3.71
H  -5.31  1.37  3.39
H  -4.22  2.70  3.75
H  -4.02  4.93  2.18
H  -4.90  5.17  0.67
H  -3.31  4.43  0.61
H  -7.27  1.96  0.63
H  -7.37  3.60  1.18
H  -6.62  3.28  -0.41
H  -5.63  0.35  1.10
H  -4.78  -0.06  -0.36
H  -4.38  -1.64  1.39
H  -3.93  -0.49  2.60
H  -1.45  0.85  0.58
H  -1.21  1.72  2.77
H  -2.29  0.59  3.35
H  0.62  0.45  1.18
H  0.22  -0.05  2.81
H  0.68  -2.14  3.73
H  -0.42  -3.51  3.91
H  -0.86  -0.66  4.67
H  -2.29  -1.47  3.98
H  -2.27  -2.84  5.55
H  -0.58  -4.67  1.73
H  0.28  -3.76  0.44
H  1.39  -4.47  3.21
H  1.72  -5.18  1.67
H  2.44  -2.24  2.15
H  3.49  -3.65  2.37
H  2.19  -2.84  -0.27
H  3.28  -4.24  0.00
H  4.02  -1.40  0.74
H  5.11  -2.76  0.61
H  3.88  -2.49  -2.02
H  5.55  -2.08  -1.48
H  3.30  -0.19  -0.93
H  5.03  0.12  -0.89
H  5.33  0.15  -3.24
H  3.77  -0.62  -3.54
H  1.49  0.55  -2.08
H  1.65  2.17  -1.25
H  0.96  1.99  -2.89
H  3.94  4.17  -2.42
H  5.43  3.16  -2.41
H  4.25  3.03  -1.14
H  1.67  3.62  -4.40
H  1.06  4.02  -6.77
H  2.12  2.64  -8.52
H  3.78  0.93  -7.97
H  4.37  0.54  -5.58
H  -2.66  -2.68  2.33
H  -1.46  -3.44  -0.69


No. 3
DFT (ωB97M-V/def2-TZVPD) results for a cluster of 2 separate species, C5H12 in total.

Results
Total charge: 0
Relative energy (zero: lowest compared OMol25 entry of this formula, charge and spin) in kcal/mol: 52.3
LUMO energy in eV: 1.282
Structure (SMILES): C=C.CCC
HOMO in eV: -9.7

Element x y z (Å)
C  -2.09  -2.21  5.43
C  -2.12  -1.06  6.14
H  -1.35  -2.97  5.62
H  -2.72  -2.23  4.54
H  -1.58  -1.13  7.07
H  -2.22  -0.12  5.60
C  1.98  0.31  -3.94
C  1.46  1.36  -2.98
C  -0.02  1.12  -2.54
H  3.04  0.46  -4.13
H  1.71  -0.60  -3.40
H  1.39  0.38  -4.87
H  1.93  1.22  -2.00
H  1.58  2.40  -3.26
H  -0.15  0.07  -2.30
H  -0.69  1.35  -3.37
H  -0.16  1.67  -1.61


No. 4
DFT (ωB97M-V/def2-TZVPD) results for an isolated molecule of C22H30N4O5.

Results
Total charge: 0
Relative energy (zero: lowest compared OMol25 entry of this formula, charge and spin) in kcal/mol: 0.0
LUMO energy in eV: 0.323
Structure (SMILES): CCCCn1c(N)c(N(CCC(C)C)C(=O)COC(=O)c2ccccc2)c(=O)[nH]c1=O
HOMO in eV: -8.5

Element x y z (Å)
C  4.82  2.09  -1.66
C  3.96  2.09  -0.40
C  2.65  2.84  -0.62
H  2.86  3.86  -0.94
C  1.81  2.92  0.66
N  1.45  1.60  1.16
C  0.54  0.80  0.50
C  0.35  -0.51  0.89
C  0.98  -1.04  2.06
O  0.83  -2.15  2.53
N  1.82  -0.11  2.69
C  2.13  1.15  2.29
O  2.92  1.85  2.89
H  2.30  -0.44  3.52
N  -0.45  -1.36  0.09
C  -1.69  -1.77  0.42
O  -2.35  -2.51  -0.27
C  -2.27  -1.19  1.72
H  -2.29  -1.97  2.48
H  -1.68  -0.34  2.07
O  -3.61  -0.80  1.50
C  -3.80  0.07  0.51
O  -2.88  0.57  -0.11
C  -5.22  0.38  0.26
C  -6.24  -0.28  0.95
C  -7.56  0.03  0.68
C  -7.87  0.99  -0.26
C  -6.86  1.65  -0.96
C  -5.54  1.34  -0.70
H  -4.74  1.83  -1.23
H  -7.11  2.39  -1.70
H  -8.90  1.23  -0.47
H  -8.35  -0.47  1.22
H  -5.98  -1.03  1.68
C  0.18  -1.90  -1.11
C  1.38  -2.80  -0.78
H  1.45  -3.59  -1.54
C  2.72  -2.06  -0.73
C  3.74  -2.89  0.04
H  4.70  -2.38  0.09
H  3.89  -3.85  -0.45
H  3.39  -3.08  1.06
C  3.24  -1.74  -2.13
H  2.53  -1.15  -2.69
H  4.18  -1.19  -2.07
H  3.43  -2.67  -2.67
H  2.58  -1.11  -0.19
H  1.19  -3.27  0.18
H  -0.60  -2.48  -1.62
H  0.48  -1.07  -1.76
N  -0.11  1.29  -0.58
H  -0.15  2.29  -0.70
H  -0.99  0.83  -0.78
H  2.40  3.38  1.45
H  0.91  3.52  0.51
H  2.08  2.34  -1.41
H  4.51  2.56  0.42
H  3.75  1.06  -0.11
H  4.29  1.62  -2.48
H  5.74  1.55  -1.49
H  5.06  3.11  -1.95


No. 5
DFT (ωB97M-V/def2-TZVPD) results for the ion C7H10ClN2O2 with charge +1.

Results
Total charge: +1
Relative energy (zero: lowest compared OMol25 entry of this formula, charge and spin) in kcal/mol: 118.4
LUMO energy (spin up / spin down) in eV: -5.590 / -5.593
Structure (SMILES): [O-]/[N+]1=C\CC[C@@H](Cl)CC=[N+]=CO1
HOMO (spin up / spin down) in eV: -14.2 / -14.2

Element x y z (Å)
C  -2.66  -1.26  0.38
C  0.37  1.61  -0.44
C  1.62  0.76  -0.83
C  0.92  -1.48  0.15
C  -0.37  -0.97  0.76
C  -0.79  0.75  -0.62
C  1.99  -0.38  0.15
N  -1.48  -1.55  0.66
N  -1.88  1.03  0.13
O  -2.04  1.74  1.07
O  -2.98  -0.10  -0.13
Cl  2.26  0.28  1.76
H  -3.39  -1.94  0.85
H  0.43  2.09  0.59
H  0.43  2.40  -1.33
H  1.54  0.13  -1.75
H  2.31  1.61  -0.93
H  1.33  -2.32  0.67
H  0.76  -1.59  -0.97
H  -0.36  -0.22  1.54
H  -0.94  0.45  -1.66
H  2.93  -1.03  -0.05


No. 6
DFT (ωB97M-V/def2-TZVPD) results for a cluster of 9 separate species, C32H41F8NO27 in total.

Results
Total charge: 0
Relative energy (zero: lowest compared OMol25 entry of this formula, charge and spin) in kcal/mol: 9.2
LUMO energy in eV: 0.075
Structure (SMILES): COCNC(=O)OCCC(C)C.O=C1OC[C@@H](F)O1.O=C1OC[C@@H](F)O1.O=C1OC[C@@H](F)O1.O=C1OC[C@@H](F)O1.O=C1OC[C@@H](F)O1.O=C1OC[C@@H](F)O1.O=C1OC[C@@H](F)O1.O=C1OC[C@@H](F)O1
HOMO in eV: -9.9

Element x y z (Å)
C  -1.03  0.67  -3.05
O  -0.94  -0.68  -3.47
C  -2.07  -1.42  -3.16
N  -2.31  -1.54  -1.71
C  -1.13  -1.86  -1.00
O  -0.25  -2.50  -1.42
O  -1.13  -1.41  0.28
C  -0.10  -0.42  0.52
C  0.01  -0.26  2.01
C  0.89  0.92  2.47
C  2.30  0.45  2.84
C  0.96  2.10  1.51
H  -1.71  1.26  -3.66
H  -0.04  1.07  -3.09
H  -1.35  0.77  -2.02
H  -1.92  -2.41  -3.58
H  -2.97  -1.01  -3.62
H  -2.95  -2.31  -1.56
H  0.84  -0.79  0.11
H  -0.37  0.48  0.00
H  0.47  -1.17  2.38
H  -0.98  -0.20  2.44
H  0.44  1.29  3.38
H  2.77  0.15  1.90
H  2.79  1.29  3.31
H  2.19  -0.39  3.51
H  0.05  2.27  0.94
H  1.80  1.99  0.83
H  1.17  2.99  2.09
C  -4.35  -2.52  4.91
C  -4.64  -2.20  3.46
O  -4.44  -0.80  3.41
C  -3.53  -0.49  4.37
O  -2.94  0.53  4.44
O  -3.37  -1.52  5.24
F  -5.92  -2.49  3.13
H  -5.23  -2.39  5.54
H  -3.95  -3.52  5.06
H  -3.97  -2.69  2.75
C  -2.78  0.02  9.37
C  -1.80  0.23  8.24
O  -0.77  -0.69  8.55
C  -1.34  -1.72  9.24
O  -0.83  -2.77  9.43
O  -2.58  -1.37  9.67
F  -1.30  1.49  8.25
H  -2.53  0.62  10.25
H  -3.81  0.21  9.09
H  -2.21  0.01  7.25
C  -1.82  4.29  6.12
C  -0.34  4.06  6.11
O  0.16  5.26  5.54
C  -0.73  6.25  5.86
O  -0.52  7.41  5.77
O  -1.90  5.71  6.30
F  0.00  3.02  5.31
H  -2.29  4.01  5.18
H  -2.32  3.77  6.93
H  0.11  3.91  7.09
C  0.32  2.68  -6.00
C  1.42  3.68  -6.22
O  0.92  4.83  -5.54
C  0.11  4.38  -4.53
O  -0.26  5.04  -3.62
O  -0.20  3.08  -4.72
F  1.58  3.97  -7.53
H  -0.47  2.76  -6.75
H  0.68  1.65  -5.96
H  2.38  3.40  -5.79
C  0.75  -2.69  -5.38
C  0.33  -2.64  -6.83
O  0.49  -1.27  -7.15
C  1.48  -0.79  -6.35
O  2.04  0.24  -6.50
O  1.73  -1.65  -5.33
F  -0.98  -2.98  -6.98
H  -0.07  -2.44  -4.70
H  1.18  -3.64  -5.09
H  0.94  -3.25  -7.50
C  3.87  -2.45  -0.16
C  5.35  -2.72  -0.20
O  5.87  -1.50  -0.70
C  5.01  -0.51  -0.32
O  5.26  0.65  -0.34
O  3.83  -1.04  0.10
F  5.65  -3.72  -1.06
H  3.39  -2.65  -1.11
H  3.36  -3.00  0.63
H  5.79  -2.93  0.78
C  3.30  -7.24  3.15
C  2.97  -6.91  1.71
O  3.18  -5.50  1.67
C  4.13  -5.22  2.62
O  4.72  -4.20  2.68
O  4.29  -6.26  3.46
F  1.67  -7.17  1.42
H  2.43  -7.11  3.80
H  3.69  -8.25  3.27
H  3.61  -7.39  0.98
C  -2.36  5.09  -10.20
C  -1.97  5.18  -8.75
O  -1.66  3.83  -8.43
C  -1.23  3.23  -9.58
O  -0.66  2.20  -9.63
O  -1.55  3.99  -10.66
F  -3.00  5.60  -7.98
H  -3.41  4.84  -10.32
H  -2.14  5.99  -10.76
H  -1.09  5.80  -8.55


No. 7
DFT (ωB97M-V/def2-TZVPD) results for a cluster of 2 separate species, C2H7NO in total.

Results
Total charge: 0
Relative energy (zero: lowest compared OMol25 entry of this formula, charge and spin) in kcal/mol: 31.5
LUMO energy in eV: 1.020
Structure (SMILES): C=NC.O
HOMO in eV: -9.7

Element x y z (Å)
C  -0.06  -1.58  0.18
C  0.33  -2.25  -2.00
N  0.84  -1.86  -0.92
H  0.26  -0.70  0.74
H  0.11  -2.38  0.92
H  -1.10  -1.44  -0.11
H  0.95  -2.47  -2.88
H  -0.69  -2.51  -2.30
H  -0.95  5.38  2.02
H  -0.49  4.27  2.93
O  -0.68  4.46  2.02


No. 8
DFT (ωB97M-V/def2-TZVPD) results for a cluster of 2 separate species, C36H37N4O in total.

Results
Total charge: +1
LUMO energy in eV: -4.410
HOMO in eV: -10.1

Element x y z (Å)
C  4.04  2.88  0.37
N  4.00  2.52  1.78
C  3.98  3.60  2.69
C  3.25  4.76  2.36
C  3.08  5.78  3.30
C  3.67  5.68  4.57
C  4.48  4.57  4.87
C  4.68  3.57  3.91
C  3.64  1.23  2.13
C  3.58  0.78  3.47
C  3.11  -0.47  3.79
C  2.49  -1.31  2.82
C  1.75  -2.44  3.25
C  0.54  -2.87  2.64
C  -0.12  -4.06  3.10
C  -1.32  -4.48  2.56
C  -1.95  -3.74  1.53
N  -3.22  -4.08  1.02
C  -3.38  -3.89  -0.42
C  -4.38  -4.01  1.81
C  -5.51  -3.33  1.30
C  -6.59  -3.05  2.14
C  -6.60  -3.51  3.46
C  -5.53  -4.28  3.93
C  -4.42  -4.52  3.12
C  -1.27  -2.62  1.00
C  -0.11  -2.15  1.59
C  2.65  -0.90  1.46
C  3.21  0.32  1.12
H  4.54  2.10  -0.21
H  3.03  3.04  -0.04
H  4.61  3.81  0.26
H  2.78  4.84  1.37
H  2.47  6.65  3.04
H  3.51  6.46  5.31
H  4.95  4.48  5.84
H  5.36  2.74  4.12
H  3.90  1.44  4.28
H  3.12  -0.83  4.82
H  2.18  -3.08  4.01
H  0.34  -4.62  3.92
H  -1.79  -5.40  2.90
H  -4.25  -4.45  -0.76
H  -3.52  -2.83  -0.68
H  -2.49  -4.26  -0.94
H  -5.51  -2.97  0.27
H  -7.42  -2.47  1.74
H  -7.44  -3.28  4.11
H  -5.55  -4.69  4.94
H  -3.58  -5.11  3.50
H  -1.68  -2.10  0.14
H  0.30  -1.21  1.24
H  2.32  -1.57  0.66
H  3.24  0.61  0.07
C  1.23  -2.93  12.29
C  0.96  -2.94  10.78
N  2.09  -3.50  10.05
C  2.15  -3.28  8.67
C  1.13  -2.59  7.98
C  1.24  -2.39  6.60
N  2.29  -2.82  5.87
C  3.29  -3.44  6.54
C  3.27  -3.70  7.91
C  2.69  -4.73  10.59
C  2.89  -4.62  12.09
O  1.71  -4.18  12.77
H  1.95  -2.11  12.52
H  0.29  -2.78  12.83
H  0.04  -3.52  10.60
H  0.80  -1.91  10.46
H  0.23  -2.22  8.49
H  0.46  -1.87  6.06
H  4.16  -3.74  5.94
H  4.12  -4.20  8.37
H  2.03  -5.60  10.40
H  3.65  -4.91  10.11
H  3.09  -5.61  12.52
H  3.74  -3.94  12.29


No. 9
DFT (ωB97M-V/def2-TZVPD) results for a cluster of 2 separate species, F3NO2S in total.

Results
Total charge: 0
Relative energy (zero: lowest compared OMol25 entry of this formula, charge and spin) in kcal/mol: 37.4
LUMO energy (spin up / spin down) in eV: -1.409 / -3.252
HOMO (spin up / spin down) in eV: -11.3 / -11.6

Element x y z (Å)
N  1.78  0.36  -0.15
O  -1.27  -1.00  -0.67
O  -1.78  1.35  -0.22
F  2.15  -0.78  0.48
F  1.74  0.16  -1.45
F  -1.48  -0.19  1.83
S  -1.14  0.11  0.19


No. 10
DFT (ωB97M-V/def2-TZVPD) results for a structure of composition C18H29N2O4PSn.

Results
Total charge: +4
Relative energy (zero: lowest compared OMol25 entry of this formula, charge and spin) in kcal/mol: 0.0
LUMO energy in eV: -17.398
HOMO in eV: -20.4

Element x y z (Å)
Sn  -0.06  -0.21  0.04
C  1.99  0.40  -1.09
O  3.12  0.23  -1.22
C  -0.16  -2.37  -1.09
O  -0.24  -3.45  -1.47
C  -2.20  -0.63  1.18
O  -2.83  -0.62  2.14
C  -0.09  1.31  -3.58
P  -0.77  1.57  -1.87
H  -0.99  3.95  -2.01
H  0.98  1.55  -3.47
C  -2.61  1.74  -2.13
H  -2.67  2.52  -2.91
C  -0.73  2.30  -4.56
H  -0.67  3.35  -4.23
H  -1.79  2.06  -4.74
H  -0.22  2.23  -5.53
C  -0.23  -0.14  -4.06
H  -1.25  -0.33  -4.44
C  -0.51  3.56  0.07
H  0.00  -0.89  -3.29
H  0.46  -0.28  -4.90
C  1.14  3.63  -1.86
H  0.17  2.95  0.69
H  -0.30  4.62  0.29
H  -1.53  3.35  0.42
C  -0.29  3.31  -1.43
H  1.51  4.48  -1.26
H  1.20  3.93  -2.91
H  1.82  2.78  -1.69
C  -3.33  2.25  -0.88
H  -3.15  1.61  -0.01
H  -4.41  2.25  -1.08
H  -3.06  3.28  -0.64
C  -3.21  0.43  -2.65
H  -3.01  -0.42  -1.98
H  -2.87  0.17  -3.65
H  -4.30  0.55  -2.71
H  1.78  4.01  1.71
H  1.86  3.37  2.11
N  2.26  -4.20  5.08
C  1.51  -3.70  4.04
O  0.61  -4.35  3.51
C  1.85  -2.32  3.56
C  2.89  -1.50  4.03
C  3.12  -0.28  3.39
C  2.36  0.09  2.28
N  1.30  -0.65  1.88
C  1.07  -1.85  2.49
H  2.00  -5.10  5.46
H  2.94  -3.66  5.60
H  3.52  -1.83  4.86
H  3.90  0.39  3.73
H  2.58  0.99  1.69
H  0.26  -2.44  2.05


No. 11
DFT (ωB97M-V/def2-TZVPD) results for an isolated molecule of C3H7N5.

Results
Total charge: 0
Relative energy (zero: lowest compared OMol25 entry of this formula, charge and spin) in kcal/mol: 99.0
LUMO energy in eV: 0.623
Structure (SMILES): C/N=c1/cn[nH]n1N
HOMO in eV: -8.5

Element x y z (Å)
C  -2.55  -0.19  -0.14
C  -0.18  -0.54  0.01
C  0.99  -1.34  0.29
H  -2.68  0.30  -1.17
H  -2.77  0.62  0.65
H  -3.46  -0.79  -0.25
H  0.94  -2.43  0.46
H  2.35  0.80  -0.96
H  -0.36  2.71  0.02
H  0.20  1.77  1.29
N  -1.37  -0.98  0.05
N  2.00  -0.62  0.02
N  1.72  0.58  -0.20
N  0.31  0.71  -0.44
N  -0.34  1.66  0.42


No. 12
DFT (ωB97M-V/def2-TZVPD) results for a cluster of 2 separate species, C3H9OS in total.

Results
Total charge: -1
Relative energy (zero: lowest compared OMol25 entry of this formula, charge and spin) in kcal/mol: 28.4
LUMO energy in eV: 4.097
HOMO in eV: -2.4

Element x y z (Å)
C  -1.82  -0.08  -1.18
S  -0.56  0.41  -2.39
H  -1.50  -0.14  -0.13
H  -2.62  0.67  -1.12
H  -2.26  -1.06  -1.31
C  1.27  0.59  0.60
O  0.33  1.38  1.30
C  1.05  -0.96  0.69
H  1.18  0.87  -0.46
H  2.22  0.72  1.13
H  -0.37  1.59  0.72
H  0.02  -1.14  0.97
H  1.28  -1.50  -0.23
H  1.77  -1.35  1.41